{"formula": "C34H33N5O3PSSc", "method": "the ωB97M-V functional and the def2-TZVPD basis", "homo_lumo_gap_ev": 7.02, "homo_ev": -12.861, "charge": 2, "elements": ["H", "C", "H", "H", "N", "C", "H", "C", "C", "H", "O", "C", "H", "H", "H", "C", "C", "O", "H", "H", "H", "H", "C", "C", "C", "Sc", "H", "C", "H", "H", "C", "C", "H", "H", "P", "H", "C", "H", "C", "S", "C", "N", "C", "C", "H", "H", "H", "C", "C", "N", "H", "H", "C", "C", "H", "C", "H", "H", "C", "H", "C", "C", "H", "C", "C", "C", "H", "C", "H", "H", "C", "C", "C", "N", "N", "C", "H", "O"], "coordinates": [[1.150933, -3.764406, -0.242183], [-0.905242, 3.172034, 3.878128], [-0.885406, 5.615142, 1.306762], [-2.936615, 1.812314, 1.745849], [5.002086, 0.011691, -5.658020], [-1.852633, 0.431395, -2.041728], [-4.280521, -0.125975, -4.063900], [-3.783699, 0.457078, -0.792310], [-1.825645, 5.118899, 1.540186], [5.085096, 0.366049, -3.045512], [-0.553072, 1.855184, 4.362489], [0.839029, -2.854526, 4.560057], [-1.959297, 3.324658, 4.106805], [-0.053346, 0.164387, 5.760445], [-3.709626, 3.113010, 0.821503], [4.217367, -1.431413, 0.050221], [3.256893, -3.553774, -0.554907], [-0.313862, 2.665600, -3.070330], [2.867419, 0.040879, 0.810167], [0.330270, 3.660098, 2.162175], [1.006144, -3.360625, 2.495392], [-5.562008, 0.027173, -1.917679], [-2.287813, -3.317839, -1.374538], [-3.166906, -3.350782, 0.863574], [3.051562, 0.915141, -2.711073], [-0.476842, 1.187364, 0.091695], [-2.125362, 5.405372, 2.550086], [-3.280253, -3.691640, -0.475653], [0.591346, -2.066699, 6.539341], [5.081088, -0.787555, 0.147656], [-1.694191, 3.598606, 1.434547], [0.164136, -0.605943, 5.037462], [-1.986498, -2.390045, 2.361497], [4.914741, -0.036750, -6.656917], [0.283859, -1.166715, 0.925003], [3.184188, 1.046317, -1.648978], [4.361191, -2.722594, -0.441329], [5.923234, -0.090702, -5.272858], [2.003626, -3.101971, -0.169330], [0.450038, 1.671867, -2.386379], [-0.265437, 1.078786, 3.335154], [-2.449763, 0.183364, -3.186902], [0.377520, -1.325576, 2.737036], [-3.032474, 2.900159, 1.648570], [0.681147, 1.216957, -5.136366], [-2.365559, -3.595476, -2.417091], [-0.425597, -2.306610, -1.650297], [-0.586225, 3.102557, 2.378537], [2.966953, -0.968801, 0.420044], [-2.452421, 0.621253, -0.847271], [3.371082, -4.560398, -0.932106], [-1.349708, 3.426705, 0.380362], [-1.067558, -2.257928, 0.411890], [-4.491762, 0.161765, -1.937461], [1.136205, -3.839990, 4.891769], [-3.772379, 0.066678, -3.126485], [-3.518839, 3.258334, 2.556540], [-3.930164, -3.651944, 1.567418], [1.809842, 1.156440, -3.298038], [-4.134161, -4.259076, -0.818636], [-2.064189, -2.636306, 1.310065], [3.962001, 0.383024, -4.885808], [-4.262212, 0.578734, 0.170544], [1.639768, 1.012330, -4.680567], [0.534529, -1.866368, 5.479250], [2.697556, 0.624583, -5.460641], [-2.586915, 5.491841, 0.857751], [-1.188706, -2.599006, -0.938184], [-0.299721, 3.888961, 4.425755], [5.338565, -3.083877, -0.730289], [0.761432, -2.578018, 3.203170], [0.082325, -0.315729, 3.673532], [1.856551, -1.804386, 0.316955], [-0.295960, 1.656428, 2.173661], [-0.465264, 0.450595, -1.886624], [4.115331, 0.535533, -3.494458], [2.569995, 0.518335, -6.529309], [0.978800, 2.095823, -1.008887]], "forces_ev_per_a": [[0.0, 0.0, 0.0], [0.0, 0.1, 0.0], [0.0, 0.0, 0.0], [0.0, 0.0, 0.0], [0.1, 0.0, 0.0], [0.2, -0.1, -0.1], [0.0, 0.0, 0.0], [0.0, 0.0, -0.2], [0.0, -0.1, 0.0], [0.0, 0.0, 0.0], [0.1, -0.1, 0.0], [0.0, 0.0, 0.0], [0.0, 0.0, 0.0], [0.0, 0.0, 0.0], [0.0, 0.0, 0.0], [0.1, 0.0, 0.0], [0.0, 0.0, 0.0], [0.0, 0.0, 0.0], [0.0, 0.0, 0.0], [-0.1, 0.0, 0.0], [0.0, 0.0, 0.0], [0.0, 0.0, 0.0], [0.0, 0.0, 0.0], [0.0, 0.0, 0.0], [0.0, 0.0, 0.0], [-0.2, 0.0, 0.3], [0.0, 0.0, 0.0], [0.0, 0.0, 0.0], [0.0, 0.0, 0.0], [0.0, 0.0, 0.0], [0.2, 0.1, -0.2], [0.0, -0.1, 0.0], [0.0, 0.0, 0.0], [0.0, 0.0, 0.0], [0.0, 0.1, 0.1], [0.0, 0.0, 0.1], [0.0, 0.0, 0.0], [0.0, 0.0, 0.0], [0.0, 0.0, 0.0], [0.4, 0.3, -0.3], [0.0, -0.1, 0.1], [0.1, 0.0, 0.1], [0.0, -0.1, 0.0], [0.0, -0.1, 0.0], [-0.1, 0.0, 0.0], [0.0, 0.0, 0.0], [0.0, 0.0, 0.0], [0.0, 0.0, 0.0], [0.0, 0.1, 0.0], [-0.1, 0.0, 0.0], [0.0, 0.0, 0.0], [-0.1, 0.0, 0.2], [0.0, 0.0, 0.0], [0.0, 0.0, 0.1], [0.0, 0.0, 0.0], [-0.1, 0.0, 0.0], [0.0, 0.0, 0.0], [0.0, 0.0, 0.0], [-0.1, 0.0, 0.0], [0.0, 0.0, 0.0], [0.0, 0.0, 0.0], [-0.1, 0.0, 0.0], [0.0, 0.0, 0.0], [0.0, 0.0, 0.0], [0.0, 0.1, 0.0], [0.0, 0.0, 0.0], [0.0, 0.0, 0.0], [0.1, 0.1, 0.0], [0.0, 0.0, 0.0], [0.0, 0.0, 0.0], [0.0, 0.0, 0.0], [0.0, 0.0, 0.0], [-0.1, -0.2, 0.0], [0.0, 0.0, 0.2], [-0.1, -0.2, -0.2], [-0.1, 0.0, 0.0], [0.0, 0.0, 0.0], [-0.2, 0.0, -0.3]], "mulliken_charge": [0.4560, -0.8063, 0.4471, 0.1025, -0.4507, 0.1929, 0.4881, -0.1641, -1.6706, 0.3130, -0.4274, -0.7753, 0.3572, 0.5266, 0.5244, -0.7335, -0.8239, -0.6842, 0.4418, 0.7578, 0.5030, 0.4648, -0.8562, -0.8275, 0.0406, -0.6787, 0.3567, -0.7148, 0.4405, 0.5072, 0.8154, -1.0411, 0.3903, 0.2040, 1.9733, 0.5128, -0.6085, 0.1995, -0.0835, 1.9268, 0.5797, -0.5438, 0.4860, -1.3219, 0.4770, 0.5123, 0.4801, -0.2329, -0.8604, 0.4829, 0.4766, 0.0351, 0.7292, -0.8802, 0.4934, -0.4531, 0.4406, 0.4843, -0.3798, 0.4589, -0.6560, 1.1676, 0.5394, -0.6914, -0.7740, -0.9038, 0.4368, -0.3523, 0.3089, 0.4580, -0.7666, 0.2846, 0.6576, 0.3879, 0.3280, -1.0614, 0.3317, -0.7552]}